This record from the OMol25 dataset describes a molecular structure, C47H37GeN6O4V. The level of theory is ωB97M-V with the def2-TZVPD basis set.

The geometry in XYZ format:
```
96
Properties=species:S:1:pos:R:3:forces:R:3:lowdin_spin:R:1
V 0.407677 -0.014033 0.416618 1.52 -0.97 4.22 2.080
O 4.455332 4.820278 2.651091 0.01 0.31 0.17 0.000
C 3.242588 4.892055 2.871726 -0.65 -1.06 -0.48 0.001
O 2.433350 5.789490 3.125981 0.26 0.22 0.11 0.003
C 2.514549 3.477089 2.626026 0.71 0.79 0.37 0.014
C 3.274440 2.334780 2.419934 -0.36 -0.27 -0.18 -0.001
C 2.645343 1.176167 1.989390 0.22 0.26 0.09 0.010
N 1.323013 1.147418 1.766598 0.53 1.10 1.22 -0.003
C 0.577582 2.204725 2.144616 0.50 0.39 0.26 0.012
C 1.135975 3.398968 2.561726 -0.42 -0.47 0.02 0.004
C -0.847498 1.904652 2.063847 -0.18 -0.14 0.08 0.028
C -1.861716 2.648957 2.647609 -0.01 0.02 -0.04 -0.004
C -3.164653 2.195799 2.550026 0.17 -0.09 -0.08 0.032
C -3.416651 1.006825 1.869337 -0.19 0.12 0.09 -0.004
C -2.365509 0.324719 1.305621 -0.08 -0.04 -0.03 0.027
N -1.094663 0.747796 1.406380 -1.95 1.20 0.94 0.017
C 3.349116 -0.111976 1.812960 0.05 -0.26 -0.05 0.000
C 4.733514 -0.219737 1.751907 -0.06 0.06 0.03 0.004
C 5.300702 -1.482591 1.689451 -0.09 -0.07 -0.01 0.001
C 4.471724 -2.593005 1.677171 0.08 0.03 0.00 0.004
C 3.099370 -2.388602 1.693329 0.05 -0.02 0.04 0.002
N 2.546639 -1.184220 1.751590 -0.10 0.00 0.00 0.014
H 4.343207 2.389378 2.570252 0.01 0.09 0.02 0.000
H 0.538153 4.269486 2.798701 0.11 0.05 0.04 0.000
H -1.621729 3.554976 3.185514 0.03 0.01 -0.03 -0.001
H -3.971440 2.757091 3.000854 -0.02 -0.01 0.00 0.002
H -4.424885 0.628854 1.775851 0.02 -0.08 -0.04 -0.001
H -2.520547 -0.588475 0.748908 -0.06 -0.10 -0.06 0.001
H 5.359235 0.661952 1.743824 -0.03 0.01 0.08 0.000
H 6.375807 -1.598337 1.660089 0.00 0.01 -0.02 0.000
H 4.878863 -3.594101 1.653754 -0.03 -0.01 -0.01 0.000
H 2.412636 -3.228315 1.680408 0.10 0.03 0.03 0.000
C -0.552798 -2.558117 -2.664872 -0.13 0.04 0.20 0.004
C 0.332519 -1.644124 -1.883941 0.28 -0.10 -0.31 0.044
O -0.138874 -1.103334 -0.839210 -1.54 -2.90 -3.60 0.042
C 1.679433 -1.377801 -2.273605 0.15 0.24 0.32 0.017
C 2.257418 -1.997373 -3.404218 -0.01 -0.04 -0.01 0.007
C 3.543419 -1.724570 -3.775930 0.03 -0.10 -0.16 0.010
C 4.306711 -0.803180 -3.037472 -0.17 0.00 0.07 0.014
C 3.778050 -0.172775 -1.939856 0.00 0.07 0.13 0.004
C 2.462503 -0.446616 -1.516603 -0.07 -0.40 -0.52 0.019
O 2.005382 0.145343 -0.449842 1.53 0.59 -1.68 0.067
H -1.515936 -2.638283 -2.165188 0.01 -0.01 -0.02 0.000
H -0.108140 -3.550681 -2.746228 0.03 0.01 -0.02 0.002
H -0.698836 -2.164143 -3.671966 0.04 0.02 -0.01 0.001
H 1.669295 -2.694643 -3.986335 0.01 0.00 0.01 0.000
H 3.975346 -2.213596 -4.638006 -0.01 0.01 0.00 0.000
H 5.322908 -0.587314 -3.340445 0.00 0.01 0.00 0.001
H 4.352323 0.542387 -1.364523 0.01 -0.02 0.00 0.000
Ge -0.429647 1.707053 -1.236387 -0.81 1.91 -1.73 0.256
C 0.496737 3.359016 -0.767680 0.21 -0.65 -0.03 0.068
C 1.889862 3.434414 -0.742055 -0.02 -0.01 -0.10 0.018
C 2.512992 4.593840 -0.309693 0.08 -0.02 -0.14 0.000
C 1.750025 5.677901 0.103651 -0.05 0.10 -0.02 0.019
C 0.362381 5.613659 0.060297 0.01 -0.01 -0.03 0.004
C -0.265730 4.452133 -0.361154 -0.18 -0.07 0.04 0.025
C -0.430916 1.127563 -3.112137 0.25 -0.05 0.50 0.043
C 0.699059 1.169857 -3.927909 0.02 0.09 0.02 0.015
C 0.610869 0.801870 -5.261505 0.05 0.03 0.00 0.000
C -0.605386 0.386259 -5.788567 -0.01 -0.03 0.01 0.015
C -1.735892 0.340684 -4.983405 -0.04 -0.02 -0.03 0.000
C -1.647031 0.702608 -3.647625 0.01 0.02 0.12 0.016
H -1.938360 1.960479 -0.974275 0.08 -0.20 0.15 0.023
H 2.481973 2.578352 -1.046522 0.04 0.04 0.08 0.001
H 3.593234 4.646879 -0.267690 -0.01 0.02 0.04 0.000
H 2.235673 6.566307 0.483135 0.01 -0.03 0.02 0.001
H -0.228793 6.463130 0.375801 0.01 0.01 0.00 0.000
H -1.349021 4.389409 -0.380701 0.01 0.06 0.06 0.003
H 1.647143 1.507248 -3.523925 0.02 -0.01 -0.04 0.001
H 1.490359 0.846534 -5.890883 -0.01 0.00 -0.01 0.000
H -0.674686 0.106206 -6.831656 0.00 0.00 0.00 0.001
H -2.687031 0.030882 -5.397020 0.01 0.01 -0.01 0.000
H -2.530618 0.680862 -3.017877 -0.02 -0.03 -0.06 0.001
C -0.715003 -4.648026 0.696028 0.07 -0.05 0.02 0.000
C -0.033557 -3.447319 0.760152 0.05 -0.11 0.15 0.001
N -0.413269 -2.431865 1.538764 -0.13 0.30 -0.26 0.010
C -1.497610 -2.605920 2.289581 -0.04 -0.17 0.15 0.001
C -2.259416 -3.774960 2.295237 0.10 0.02 -0.03 0.001
C -1.841360 -4.818646 1.482833 -0.07 0.07 -0.04 0.000
C -3.415295 -3.916848 3.210931 -0.23 0.18 -0.05 0.000
C -4.660022 -3.464095 3.034761 0.31 -0.22 -0.03 0.000
C -5.248349 -2.848782 1.832866 -0.33 0.16 -0.18 0.000
C -6.543025 -2.328105 1.906346 0.15 -0.04 0.03 0.000
C -7.090568 -1.801560 0.749905 0.04 -0.01 0.02 0.000
N -6.433007 -1.801638 -0.407048 -0.10 0.04 -0.08 0.000
C -5.222898 -2.339240 -0.383170 0.12 0.07 0.01 0.000
N -4.589862 -2.845904 0.666405 0.26 -0.06 0.19 0.000
H -0.367694 -5.440224 0.046459 0.04 0.00 0.03 0.000
H 0.880567 -3.303730 0.194170 -0.10 0.03 -0.12 0.000
H -1.771438 -1.786847 2.946484 -0.03 0.02 -0.06 0.000
H -2.398042 -5.746600 1.456754 -0.01 0.01 0.00 0.000
H -3.190067 -4.445595 4.131558 -0.08 0.09 0.10 0.000
H -5.369619 -3.606945 3.840988 0.03 -0.05 0.04 0.000
H -7.096026 -2.347490 2.835242 -0.02 0.03 -0.01 0.000
H -8.084668 -1.369133 0.736662 0.00 -0.02 0.05 0.000
H -4.687215 -2.362919 -1.328976 -0.02 0.00 0.06 0.000
```
Positions in Å, forces in eV/Å.

- E_tot: -148668.0249 eV
- Net charge: +1
- Multiplicity: 4